No. 1
A 9-piece molecular cluster, C35H63ClF6N11O7S2 overall. Source: OMol25; level of theory: the ωB97M-V functional and the def2-TZVPD basis.

Structure (XYZ):
```
125
Properties=species:S:1:pos:R:3:forces:R:3
C -9.2808 -9.7988 5.3663 0.21 0.68 -0.31
C -8.1651 -10.6389 4.8191 1.28 -0.77 0.81
O -7.9984 -11.7659 5.2083 -0.32 0.30 -0.40
N -7.1072 -10.1126 3.8943 -1.68 -0.50 -0.24
H -6.7194 -9.2098 4.2277 -0.14 0.77 -0.09
H -6.3183 -10.7698 3.9351 0.74 -0.64 -0.11
C -7.6640 -10.0002 2.4781 0.08 0.62 0.69
H -8.9456 -9.3096 6.2848 0.34 -0.07 -0.03
H -10.0947 -10.4601 5.6558 -0.06 0.02 -0.27
H -9.5834 -8.9742 4.7215 -0.13 -0.17 -0.16
H -8.2350 -10.8831 2.1987 0.37 -0.28 0.14
H -6.8412 -9.8440 1.7826 -0.34 -0.07 0.76
H -8.3511 -9.1564 2.4350 0.25 0.06 0.21
C -12.4545 -12.8342 3.7724 0.64 -0.59 -1.26
C -11.2552 -13.8160 3.8226 -0.40 -0.48 -0.46
N -10.6983 -14.1086 2.4713 0.11 0.18 -0.08
C -10.2900 -13.1221 1.6084 -0.35 0.70 -0.02
C -10.1542 -13.6467 0.3696 0.21 -0.85 0.49
N -10.3549 -15.0101 0.5223 -0.96 0.46 0.70
C -10.6878 -15.2785 1.8125 0.08 0.98 -1.06
C -10.4302 -15.8984 -0.6403 0.44 -1.05 0.39
H -12.1592 -12.0545 3.0693 -0.31 0.38 0.28
H -12.7745 -12.4212 4.7245 0.34 -0.16 0.12
H -13.3048 -13.3435 3.3196 -0.07 0.05 0.07
H -11.6250 -14.7987 4.1121 0.34 0.13 0.82
H -10.4365 -13.4125 4.4161 -0.06 -0.32 0.27
H -10.1829 -12.1136 1.9702 -0.08 0.01 -0.27
H -9.9486 -13.2092 -0.5949 0.36 0.25 0.03
H -10.8982 -16.2340 2.2647 -0.14 -0.05 -0.27
H -10.9075 -15.4151 -1.4883 0.11 0.22 0.17
H -11.0037 -16.7831 -0.3693 -0.06 0.06 -0.02
H -9.4187 -16.2254 -0.8768 -0.07 0.12 -0.28
C -1.6397 -9.7493 6.2854 -0.27 0.64 -1.50
C -2.7496 -8.7293 5.9514 0.85 -1.68 -1.22
N -3.8890 -9.0115 6.8171 -1.63 1.30 1.42
C -4.5399 -8.0099 7.4924 -0.11 0.14 0.87
C -5.5176 -8.5696 8.2721 0.70 0.78 -0.68
N -5.5441 -9.9080 7.9730 1.38 0.78 -0.75
C -4.5002 -10.1531 7.1393 0.08 -0.17 -0.78
C -6.3938 -10.8461 8.6463 1.38 -1.91 0.57
H -1.9199 -10.7681 6.0158 -0.41 -0.06 0.65
H -1.3080 -9.5715 7.3053 0.24 -0.40 -0.06
H -0.8566 -9.5953 5.5410 0.39 0.38 0.44
H -3.1171 -8.7976 4.9255 0.10 -0.52 -0.02
H -2.3481 -7.7177 5.9698 -0.60 0.18 1.04
H -4.2091 -6.9887 7.3948 -0.10 -0.03 0.06
H -6.0771 -8.1236 9.0766 -0.29 -0.08 -0.25
H -4.1999 -11.0681 6.6499 -0.34 -0.27 0.13
H -6.6658 -11.6905 8.0123 -0.75 0.58 -0.50
H -7.1915 -10.3627 9.1992 -0.06 -0.03 -0.29
H -5.7353 -11.4009 9.3227 -0.31 0.36 0.67
C -2.6642 -16.0301 3.6199 0.50 0.28 1.78
C -3.2018 -15.5626 5.0073 0.54 -0.41 -0.63
N -4.6496 -15.7643 5.0747 -2.47 1.08 0.49
C -5.3319 -16.9599 4.8754 1.47 0.17 -0.92
C -6.6125 -16.8014 5.2201 -0.61 0.34 0.53
N -6.7563 -15.5001 5.6798 1.05 0.64 -0.66
C -5.5670 -14.8589 5.4863 -0.17 -1.47 0.68
C -7.9999 -14.8981 6.1565 -0.59 -0.44 -0.42
H -2.7430 -17.1100 3.5016 -0.52 0.07 -0.23
H -1.5837 -15.8921 3.6671 -0.02 0.38 -0.33
H -3.1223 -15.4253 2.8423 0.12 -0.24 -0.18
H -2.9629 -14.5245 5.2370 -0.38 0.20 -0.50
H -2.8019 -16.0947 5.8719 0.20 -0.42 -0.32
H -4.8413 -17.7383 4.3142 -0.06 -0.30 0.46
H -7.4280 -17.5039 5.1797 0.01 0.08 0.08
H -5.3966 -13.8143 5.7026 0.22 0.00 -0.12
H -8.5167 -15.5626 6.8483 0.49 -0.03 0.32
H -8.7118 -14.8177 5.3335 0.24 0.29 -0.22
H -7.8503 -13.9189 6.5983 0.24 -0.09 -0.05
C -11.6919 -6.2511 2.6302 0.18 0.01 0.23
C -10.1549 -6.2048 2.7945 -0.67 0.73 0.41
N -9.4676 -6.6982 1.6084 1.61 -0.15 0.12
C -9.7218 -7.8695 0.9723 -1.19 -1.18 -0.98
C -8.8756 -8.0416 -0.0946 -0.32 0.64 1.06
N -8.0214 -6.9597 -0.0282 -0.87 0.01 1.24
C -8.3623 -6.2079 1.0471 0.67 0.26 -1.37
C -6.8659 -6.6945 -0.8659 0.60 0.28 -0.82
H -12.1846 -5.8450 3.5144 0.25 0.11 0.10
H -12.0644 -7.2723 2.5409 0.15 -0.10 -0.08
H -12.0952 -5.6940 1.7859 0.37 0.06 -0.12
H -9.8604 -6.7183 3.7124 0.16 -0.58 -0.31
H -9.7594 -5.2103 3.0008 -0.29 0.19 -0.35
H -10.5457 -8.4652 1.3299 -0.01 -0.12 -0.39
H -8.8056 -8.8208 -0.8375 0.10 -0.10 -0.15
H -7.7531 -5.3686 1.3444 -0.34 0.16 0.29
H -6.9554 -5.7391 -1.3830 -0.06 0.25 0.52
H -6.7782 -7.3833 -1.7064 -0.25 -0.58 0.47
H -5.9790 -6.7375 -0.2377 0.09 0.09 -0.21
C -13.4672 -5.3206 10.3064 -0.63 0.09 -0.08
C -13.4973 -5.6527 8.8074 0.67 0.95 0.14
N -13.1599 -7.0539 8.4815 0.30 -0.59 0.61
C -12.1679 -7.8349 9.0858 -1.04 0.60 -0.44
C -12.1455 -8.9660 8.3743 0.84 -1.87 -0.28
N -13.1049 -8.9773 7.3719 0.58 2.56 1.61
C -13.6710 -7.7422 7.4786 -0.14 -0.29 -0.53
C -13.2884 -9.8896 6.2548 -0.35 0.71 -0.15
H -13.4667 -4.2447 10.4828 -0.02 0.08 -0.49
H -12.6061 -5.6628 10.8786 0.00 -0.37 -0.28
H -14.4003 -5.6612 10.7548 0.21 -0.28 0.23
H -12.7799 -5.0515 8.2461 0.19 0.02 0.19
H -14.4560 -5.3904 8.3626 -0.16 -0.38 0.16
H -11.6243 -7.6008 9.9847 -0.06 0.32 -0.14
H -11.4408 -9.7685 8.5268 -0.34 -0.25 -0.08
H -14.3576 -7.2711 6.7913 -0.24 -0.43 -0.02
H -14.3647 -10.0114 6.1458 0.11 -0.35 -0.22
H -12.7881 -10.8393 6.4184 -0.05 0.12 0.21
H -12.8850 -9.3629 5.3900 -0.03 -0.45 -0.26
Cl -4.0562 -11.6041 4.0849 -0.86 -0.06 0.43
C -6.1479 -11.1670 -0.6818 0.56 -1.12 -1.72
F -6.2955 -10.1597 0.2056 0.57 0.03 -1.03
F -4.9780 -11.0845 -1.3256 -0.18 0.68 0.60
F -6.0997 -12.3138 0.0062 -0.43 0.10 0.39
S -7.4836 -11.1943 -1.9868 -2.21 1.35 -0.96
O -7.4549 -9.8544 -2.6101 0.52 -1.33 1.30
O -7.2286 -12.3053 -2.8628 0.55 0.24 0.71
O -8.7088 -11.3682 -1.1652 0.72 0.04 0.36
C -7.2365 -5.6652 6.3327 0.29 0.44 -0.88
F -7.1942 -4.3469 6.4730 0.08 -0.21 -0.45
F -6.8482 -6.1706 7.4989 -0.12 -0.55 0.06
F -8.5267 -6.0081 6.1010 -0.05 -0.28 0.27
S -6.2118 -6.2427 4.8263 1.75 2.61 -1.60
O -4.8350 -5.8661 5.1016 -1.10 -0.79 0.81
O -6.4156 -7.6769 4.6523 -0.69 -0.60 0.81
O -6.7699 -5.4475 3.7336 -0.67 -0.87 0.92
```
Positions in Å, forces in eV/Å.

The spin multiplicity is 1. For the relative energy (zero: lowest compared OMol25 entry of this formula, charge and spin), the calculation gives 0.0 kcal per mole. Its net charge is +3. The energy comes out at -4355.33949 hartree. For the HOMO-LUMO gap, the calculation gives 7.2 eV. The value obtained for the HOMO energy is -14.01 eV.


No. 2
C35H63CrN8O as an isolated structure. Source: OMol25; level of theory: the ωB97M-V functional and the def2-TZVPD basis.

Structure (XYZ):
```
108
Properties=species:S:1:pos:R:3:forces:R:3
Cr 8.2861 9.9163 28.3621 4.57 -1.76 -0.88
C 11.8038 9.1965 26.3237 -1.09 0.48 0.62
C 11.6660 9.3037 27.8760 0.34 -1.15 -1.12
C 12.5997 10.3624 28.3700 0.01 1.24 1.02
O 10.2902 9.4944 28.2516 -2.32 0.81 0.05
H 12.8418 8.9194 26.1394 -0.12 0.18 -0.11
H 11.5187 10.1734 25.9333 0.51 0.12 -0.31
H 11.1199 8.4907 25.8522 0.13 -0.35 0.30
H 12.0650 8.3656 28.2617 -0.81 -0.42 0.43
H 13.6527 10.2341 28.1190 -0.16 -0.54 -0.67
H 12.6573 10.3504 29.4584 -0.45 0.29 0.17
H 12.3099 11.3475 28.0043 -0.05 0.12 0.15
C 15.5316 6.8352 27.8082 0.97 -0.03 -0.92
C 16.3028 8.0107 27.1651 -0.91 0.09 0.35
C 16.3777 8.0727 25.6374 0.49 -0.86 -0.39
C 16.7393 6.7793 25.0322 -0.25 0.48 0.19
N 16.9992 5.7827 24.5350 0.08 -0.47 -0.10
H 14.4703 6.8577 27.5607 -0.15 0.11 0.19
H 15.7162 6.8265 28.8825 -0.31 0.03 -0.02
H 15.9285 5.9092 27.3922 -0.07 -0.21 0.15
H 17.3118 8.0558 27.5748 -0.10 0.08 0.03
H 15.7348 8.8931 27.4597 0.46 0.48 0.18
H 17.1660 8.7508 25.3104 -0.11 0.29 0.15
H 15.4584 8.3878 25.1436 -0.17 0.10 0.18
C 16.1552 10.2311 30.3723 0.31 0.66 0.48
C 15.7375 11.7004 30.3375 0.44 -0.08 -0.16
C 16.2222 12.5208 31.5576 0.34 -0.13 -0.62
C 17.6944 12.4043 31.7343 -0.11 0.14 0.15
N 18.8408 12.3397 31.8392 -0.75 -0.05 -0.10
H 17.1784 10.0752 30.0303 0.00 0.14 -0.07
H 15.4899 9.6483 29.7352 0.02 -0.29 0.39
H 16.1570 9.9815 31.4333 -0.34 -0.87 -0.14
H 14.6489 11.7455 30.3037 -0.08 0.22 -0.01
H 16.1472 12.1231 29.4201 -0.22 0.39 -0.02
H 15.6815 12.2354 32.4600 0.25 -0.26 0.11
H 15.9804 13.5717 31.3988 0.16 0.11 0.00
C 13.8499 7.8946 31.7803 -0.41 -0.26 0.21
C 12.8869 8.7302 32.6303 0.83 0.41 0.01
C 11.4447 8.6941 32.1807 -0.67 -1.69 -0.17
C 10.9681 7.3170 31.8084 -0.44 -2.22 -0.79
N 10.6316 6.2300 31.5086 0.83 3.07 0.74
H 14.8297 7.8760 32.2575 0.04 0.08 -0.32
H 13.9131 8.2229 30.7428 0.20 0.42 0.02
H 13.5094 6.8637 31.6838 -0.05 -0.14 0.36
H 13.1296 9.7901 32.5540 0.34 0.11 -0.02
H 13.0279 8.5175 33.6900 -0.30 -0.40 -0.05
H 11.3731 9.3289 31.2975 -0.47 0.09 0.08
H 10.7630 8.9786 32.9823 0.03 0.58 -0.14
C 11.4947 3.8231 29.2714 -0.23 -0.24 -0.14
C 12.2452 4.9431 28.5713 -0.48 0.27 0.63
C 11.6793 5.3713 27.2201 0.98 -1.14 -0.70
C 10.2794 5.6627 27.1818 -1.78 0.82 0.27
N 9.1508 5.9066 27.1139 0.83 0.05 0.08
H 11.7831 3.7557 30.3204 0.13 -0.01 -0.11
H 11.7288 2.8794 28.7786 -0.11 -0.13 0.09
H 10.4128 3.9550 29.2688 -0.03 0.10 -0.08
H 13.2757 4.6006 28.4769 0.09 0.50 -0.23
H 12.1805 5.8392 29.1885 0.40 0.02 0.32
H 11.7656 4.5609 26.4963 0.31 -0.26 -0.12
H 12.2515 6.1907 26.7850 -0.05 0.19 0.04
C 6.0511 12.6826 32.4780 0.17 -0.93 -0.83
C 7.2872 12.2122 33.2409 -0.21 0.55 -0.21
C 8.6060 12.2090 32.4448 -0.18 0.31 0.18
C 8.6023 11.4422 31.2241 -0.35 -2.40 -2.78
N 8.5569 10.7824 30.2477 -0.45 1.76 1.72
H 5.2375 12.9180 33.1642 0.05 -0.01 -0.24
H 5.7550 11.8892 31.7918 -0.51 -0.35 0.23
H 6.2111 13.4835 31.7561 0.29 0.60 0.56
H 7.1707 11.2107 33.6551 -0.30 0.18 0.19
H 7.4335 12.9409 34.0382 0.33 -0.35 0.25
H 9.3934 11.8157 33.0878 0.31 0.13 -0.22
H 8.8350 13.2260 32.1264 0.30 0.13 0.10
C 8.0437 5.6107 23.9304 1.21 1.69 0.22
C 9.1322 6.7572 23.7106 -0.98 -1.14 0.21
C 8.5699 8.1746 23.8458 0.11 0.25 0.16
C 8.2800 8.6050 25.2259 -0.42 -0.18 -0.08
N 8.0214 8.9452 26.2954 0.40 0.90 1.07
H 7.3622 5.7112 23.0857 -0.12 -0.52 0.16
H 7.5291 5.7792 24.8763 -0.16 0.05 -0.07
H 8.5154 4.6327 24.0271 -0.08 0.09 -0.44
H 9.4766 6.7009 22.6780 0.21 -0.10 0.08
H 9.9895 6.6781 24.3791 0.01 -0.27 -0.04
H 7.6933 8.3383 23.2190 -0.28 -0.08 0.23
H 9.3158 8.8650 23.4518 0.09 0.29 0.17
C 13.4433 11.8600 23.9942 0.55 -1.09 -1.00
C 12.3870 11.0588 23.2338 -0.40 0.21 0.01
C 12.6887 9.5262 23.1030 0.58 1.48 -0.40
C 13.7107 9.2922 22.0525 1.12 -0.62 -1.16
N 14.5181 9.0713 21.2396 -1.61 0.55 1.65
H 13.6017 11.4701 24.9996 -0.25 0.41 0.28
H 13.2811 12.9344 23.9075 -0.06 -0.15 0.41
H 14.3678 11.6244 23.4670 0.37 0.36 0.07
H 12.2771 11.5121 22.2486 0.06 -0.23 -0.16
H 11.4175 11.2298 23.7017 -0.24 -0.36 0.15
H 11.7771 8.9845 22.8508 0.16 -0.19 0.10
H 13.1257 9.2078 24.0494 -0.22 -0.37 -0.07
C 13.5704 14.3735 29.0545 -0.66 0.49 0.44
C 12.2876 15.0260 29.6623 0.73 -1.19 -0.54
C 12.0812 14.5975 31.0955 -0.21 -0.30 1.70
C 11.8940 13.1583 31.4099 0.25 2.12 -1.34
N 11.7617 12.0544 31.6420 -0.36 -1.80 0.36
H 14.2499 14.1118 29.8655 0.13 -0.04 -0.14
H 14.0925 15.0560 28.3839 -0.10 -0.16 -0.06
H 13.2796 13.4655 28.5262 0.30 -0.01 -0.05
H 11.4281 14.6218 29.1275 -0.13 0.53 -0.33
H 12.3213 16.1135 29.5969 -0.16 -0.15 0.10
H 11.2148 15.0945 31.5319 -0.13 0.12 -0.01
H 12.8961 14.8413 31.7770 0.32 0.49 -0.22
```
Positions in Å, forces in eV/Å.

The spin multiplicity is 4. For the relative energy (zero: lowest compared OMol25 entry of this formula, charge and spin), the calculation gives 40.0 kcal per mole. Its net charge is +2. The energy comes out at -2928.37521 hartree. For the HOMO-LUMO gap (alpha / beta), the calculation gives 4.6 / 5.1 eV. The value obtained for the HOMO energy (alpha / beta) is -15.03 / -15.03 eV.